# 1
Formula: CH3N2OS
Source: the OMol25 dataset
Level of theory: the ωB97M-V functional and the def2-TZVPD basis

Output
- E_LUMO: 3.8 eV
- HOMO-LUMO gap: 0.2746 hartree
- Energy above the lowest of the compared OMol25 structures with the same formula, charge and spin: 92.76 kJ/mol
- Total charge: -1
- Total energy: -622.7587 Eh

The geometry in XYZ format:
```
8
CH3N2OS (the ωB97M-V functional and the def2-TZVPD basis)
C -0.00991 -0.04786 -0.70007
N -0.25148 0.30642 0.68580
N 0.51135 -0.41153 1.54952
O 1.27987 -1.22479 1.00840
S -1.74006 1.84958 0.59028
H -0.64987 0.52325 -1.36202
H 1.04618 0.12995 -0.94088
H -0.18609 -1.12502 -0.83103
```

---

# 2
Formula: CH3N2PS
Source: the OMol25 dataset
Level of theory: the ωB97M-V functional and the def2-TZVPD basis

Output
- E_LUMO (alpha / beta): -2.6 / -2.6 eV
- HOMO-LUMO gap (alpha / beta): 0.2170 / 0.2171 hartree
- Energy above the lowest of the compared OMol25 structures with the same formula, charge and spin: 278.70 kJ/mol
- Total energy: -888.8613 Eh

The geometry in XYZ format:
```
8
CH3N2PS (the ωB97M-V functional and the def2-TZVPD basis)
C -2.82558 -0.22111 -0.01190
N -3.74213 -0.11972 0.69316
N -0.24981 -1.23763 0.08959
P -1.30675 -0.52950 -0.97099
S -0.59842 2.60096 -0.11901
H -0.50977 -1.52246 1.02262
H 0.72134 -0.97047 -0.05089
H 0.16267 1.75944 0.48640
```

---

# 3
Formula: CH3N2PS
Source: the OMol25 dataset
Level of theory: the ωB97M-V functional and the def2-TZVPD basis

Output
- E_LUMO: -0.3 eV
- HOMO-LUMO gap: 0.3245 hartree
- Energy above the lowest of the compared OMol25 structures with the same formula, charge and spin: 97.08 kJ/mol
- Total energy: -888.9305 Eh

The geometry in XYZ format:
```
8
CH3N2PS (the ωB97M-V functional and the def2-TZVPD basis)
C 0.12255 0.94521 -1.50685
N 0.35589 1.67871 -2.35453
N -0.37530 0.57322 1.18539
P -0.45798 -0.19917 -0.29064
S 1.27336 -1.91003 -0.45712
H -0.20403 1.49269 1.44126
H -0.97719 0.14613 1.98652
H 0.26270 -2.72676 -0.00404
```

---

# 4
Formula: CH3N2S
Source: the OMol25 dataset
Level of theory: the ωB97M-V functional and the def2-TZVPD basis

Output
- E_LUMO (alpha / beta): -7.5 / -7.5 eV
- HOMO-LUMO gap (alpha / beta): 0.2987 / 0.2987 hartree
- Energy above the lowest of the compared OMol25 structures with the same formula, charge and spin: 503.68 kJ/mol
- Total charge: +1
- Total energy: -547.0693 Eh

The geometry in XYZ format:
```
7
CH3N2S (the ωB97M-V functional and the def2-TZVPD basis)
C -1.06057 -0.25493 -1.05496
N -0.08627 0.24263 -0.15130
N 0.51014 -0.30593 0.87627
S 0.19455 0.51992 -2.12381
H -0.89002 0.94026 -0.20804
H 0.21195 -1.24910 1.15556
H 1.12022 0.10715 1.50628
```

---

# 5
Formula: CH3N3O
Source: the OMol25 dataset
Level of theory: the ωB97M-V functional and the def2-TZVPD basis

Output
- E_LUMO: 0.6 eV
- HOMO-LUMO gap: 0.3744 hartree
- Energy above the lowest of the compared OMol25 structures with the same formula, charge and spin: 234.40 kJ/mol
- Total energy: -279.3380 Eh

The geometry in XYZ format:
```
8
CH3N3O (the ωB97M-V functional and the def2-TZVPD basis)
C 1.74098 -0.04518 -0.08438
N -1.58694 1.06601 -0.07368
N -0.34950 0.98819 0.06518
N 0.30986 -0.17067 0.08409
O 2.39220 0.93373 -0.00020
H 2.27528 -1.08613 -0.25422
H -1.90043 2.02105 -0.10655
H -0.21158 -1.02184 0.19886
```

---

# 6
Formula: CH3N3O2
Source: the OMol25 dataset
Level of theory: the ωB97M-V functional and the def2-TZVPD basis

Output
- E_LUMO: 0.2 eV
- HOMO-LUMO gap: 0.3722 hartree
- Energy above the lowest of the compared OMol25 structures with the same formula, charge and spin: 679.61 kJ/mol
- Total energy: -354.4247 Eh

The geometry in XYZ format:
```
9
CH3N3O2 (the ωB97M-V functional and the def2-TZVPD basis)
C -0.18753 1.26262 1.04249
N 1.14587 -0.36113 -0.15133
N 0.54087 0.45282 0.56612
N -1.45881 -1.72699 -1.10998
O -2.03762 -1.04774 -2.01679
O -2.05584 -2.68605 -0.68263
H -0.42568 -1.44706 -0.89475
H -0.19683 1.84388 1.98529
H 1.85141 -0.05127 -0.84127
```

---

# 7
Formula: CH3N3O3
Source: the OMol25 dataset
Level of theory: the ωB97M-V functional and the def2-TZVPD basis

Output
- E_LUMO: 0.6 eV
- HOMO-LUMO gap: 0.4185 hartree
- Energy above the lowest of the compared OMol25 structures with the same formula, charge and spin: 126.44 kJ/mol
- Total energy: -429.7676 Eh

The geometry in XYZ format:
```
10
CH3N3O3 (the ωB97M-V functional and the def2-TZVPD basis)
C -0.29036 -1.79766 0.00838
N 1.00733 0.15171 -0.14404
N -1.78606 1.55687 -0.53350
N -1.03010 2.03186 0.08454
O -0.57828 -2.94919 -0.02972
O -0.33155 2.44112 0.94236
O 0.90702 -1.30104 -0.19687
H -1.03271 -0.97606 0.03172
H 1.54474 0.38222 0.72136
H 1.58997 0.46017 -0.88424
```

---

# 8
Formula: CH3N3O3
Source: the OMol25 dataset
Level of theory: the ωB97M-V functional and the def2-TZVPD basis

Output
- E_LUMO: 0.1 eV
- HOMO-LUMO gap: 0.3866 hartree
- Energy above the lowest of the compared OMol25 structures with the same formula, charge and spin: 464.41 kJ/mol
- Total energy: -429.6389 Eh

The geometry in XYZ format:
```
10
CH3N3O3 (the ωB97M-V functional and the def2-TZVPD basis)
C 0.27501 0.34906 -0.22039
N 1.17864 -0.09577 2.14565
N -0.90002 -0.08057 -0.43315
N -1.52408 -0.09465 -1.66477
O 1.11020 0.35219 0.76882
O -0.80909 -0.11011 -2.63540
O -2.69025 -0.17385 -1.70794
H 0.88004 1.10348 -0.93461
H 2.06142 -0.37693 2.23281
H 0.41813 -0.87284 2.44900
```

---

# 9
Formula: CH3N3S
Source: the OMol25 dataset
Level of theory: the ωB97M-V functional and the def2-TZVPD basis

Output
- E_LUMO: 0.5 eV
- HOMO-LUMO gap: 0.3338 hartree
- Energy above the lowest of the compared OMol25 structures with the same formula, charge and spin: 180.72 kJ/mol
- Total energy: -602.2261 Eh

The geometry in XYZ format:
```
8
CH3N3S (the ωB97M-V functional and the def2-TZVPD basis)
C -0.91242 -0.87827 -0.07055
N 1.11137 -0.85784 -0.10006
N 1.36206 0.27165 -0.01458
N 0.65397 1.30223 0.02355
S -1.30732 0.77805 0.01741
H -1.09477 -1.44185 -0.94429
H -0.81544 -1.46095 0.90333
H 1.00255 2.28698 0.18520
```

---

# 10
Formula: CH3N3S
Source: the OMol25 dataset
Level of theory: the ωB97M-V functional and the def2-TZVPD basis

Output
- E_LUMO (alpha / beta): -0.6 / -0.4 eV
- HOMO-LUMO gap (alpha / beta): 0.2582 / 0.2823 hartree
- Energy above the lowest of the compared OMol25 structures with the same formula, charge and spin: 309.18 kJ/mol
- Total energy: -602.1771 Eh

The geometry in XYZ format:
```
8
CH3N3S (the ωB97M-V functional and the def2-TZVPD basis)
C 0.89389 -0.99168 -1.25386
N 0.36403 -0.03201 -0.53398
N -0.73464 -0.19714 0.14854
N -0.94438 0.68997 1.14754
S 0.57828 -1.99924 -2.48987
H 0.86625 0.80116 -0.13562
H -0.65960 0.16807 1.94132
H -0.36382 1.56087 1.17593
```

---

# 11
Formula: CH3N3S
Source: the OMol25 dataset
Level of theory: the ωB97M-V functional and the def2-TZVPD basis

Output
- E_LUMO: -0.1 eV
- HOMO-LUMO gap: 0.3133 hartree
- Energy above the lowest of the compared OMol25 structures with the same formula, charge and spin: 177.53 kJ/mol
- Total energy: -602.2273 Eh

The geometry in XYZ format:
```
8
CH3N3S (the ωB97M-V functional and the def2-TZVPD basis)
C 0.17277 1.73544 1.18017
N 0.66821 -0.61568 -0.30481
N 0.17515 -1.39229 -0.94938
N -0.52051 -2.25584 -1.40578
S -1.21496 1.35474 1.87513
H 0.37273 2.73969 1.23135
H 0.95185 1.13514 0.72578
H -0.60524 -2.70120 -2.35246
```

---

# 12
Formula: CH3N5
Source: the OMol25 dataset
Level of theory: the ωB97M-V functional and the def2-TZVPD basis

Output
- E_LUMO: 0.6 eV
- HOMO-LUMO gap: 0.3805 hartree
- Energy above the lowest of the compared OMol25 structures with the same formula, charge and spin: 17.91 kJ/mol
- Total energy: -313.6521 Eh

The geometry in XYZ format:
```
9
CH3N5 (the ωB97M-V functional and the def2-TZVPD basis)
N -1.50332 -0.12434 0.32685
C -0.19856 0.14389 0.00568
N 0.86558 -0.68410 0.10799
N 1.96998 0.01750 -0.29691
N 1.55691 1.16851 -0.63762
N 0.21692 1.29443 -0.47046
H -1.86134 -1.05460 0.16608
H -2.11895 0.59602 -0.03185
H 1.07279 -1.35730 0.83023
```

---

Among the records above, which one has the lowest total energy? number 3

---

Which value of total energy does entry 1 give? -622.7587 Eh